# C9H26CoN2O7

A structure of composition C9H26CoN2O7 in a non-equilibrium geometry (the ωB97M-V functional and the def2-TZVPD basis, OMol25).

For the energy above the lowest of the compared OMol25 structures with the same formula, charge and spin, the calculation gives 0.00 kJ/mol. For the LUMO energy (alpha / beta), the calculation gives -1.11 / -1.38 eV. As for the orbital gap (alpha / beta): 0.198 / 0.188 Eh. The calculation puts the HOMO energy (alpha / beta) at -6.5 / -6.5 eV. As for the total energy: -64686.3840 eV.

Structure (ORCA input):
```
! wB97M-V def2-TZVPD RIJCOSX def2/J DEFGRID3
* xyz 0 4
O -0.24092 3.99900 1.18433
H 0.50125 4.67037 1.22383
Co 0.40922 0.13994 -0.13926
N -0.72947 -0.26883 -1.51156
N 1.30636 -1.31419 -0.74522
O -1.97900 0.22604 -1.82619
O 2.60559 -1.66107 -0.39410
C -0.24288 -1.16419 -2.41828
C 0.95456 -1.76098 -1.98163
C -0.93904 -1.48830 -3.66845
C 1.85059 -2.65087 -2.72090
H -1.73567 -0.77699 -3.92055
H -1.39249 -2.49253 -3.63037
H -0.23163 -1.52697 -4.51016
H 2.60682 -3.11863 -2.06948
H 2.39571 -2.07307 -3.48956
H 1.28772 -3.44158 -3.24527
H -2.19995 1.05330 -1.32024
H 2.85168 -1.18980 0.43683
O -0.85928 -2.37791 1.14378
H -1.63081 -1.89846 0.79181
H -0.27579 -2.48007 0.37309
C 1.59889 1.56572 -0.60830
H 1.00037 2.42377 -0.23964
H 1.85708 1.80964 -1.65764
H 2.53725 1.57200 -0.01512
O -2.34664 3.15456 -0.68270
H -2.15351 3.87981 -0.02840
H -1.55598 3.20292 -1.25854
C 1.75278 -1.30812 2.69146
O 1.02701 -0.24191 2.11406
C 0.22355 0.52063 3.00693
C -0.56392 1.55834 2.22692
O -1.19711 0.94929 1.06876
C -2.56312 0.56753 1.30811
H 1.65720 -2.16292 2.03676
H 1.35269 -1.59949 3.66796
H 2.81263 -1.07030 2.77882
H 0.82559 1.05790 3.75934
H -0.48269 -0.17093 3.48882
H -1.35349 2.00852 2.85912
H 0.01149 2.44418 1.81580
H -2.97208 0.07731 0.43344
H -2.64050 -0.11113 2.16123
H -3.14009 1.46845 1.51034
*
```

Charge distribution, Mulliken scheme, values in e: O -0.953; H 0.077; Co -0.828; N 1.276; N 0.903; O -0.664; O -0.583; C 0.265; C 0.369; C -1.542; C -1.499; H 0.398; H 0.314; H 0.386; H 0.433; H 0.304; H 0.390; H 0.352; H 0.375; O -0.647; H 0.305; H 0.276; C -0.772; H 0.085; H 0.330; H 0.255; O -0.662; H 0.287; H 0.308; C -1.127; O -0.005; C -0.524; C -0.790; O 0.559; C -1.246; H 0.389; H 0.386; H 0.303; H 0.345; H 0.430; H 0.500; H 0.181; H 0.443; H 0.344; H 0.276